(1)
{
  "formula": "C4H8O2",
  "method": "ωB97M-V/def2-TZVPD",
  "symbols": ["C", "C", "C", "H", "H", "H", "H", "H", "H", "O", "C", "O", "H", "H"],
  "coordinates": [[0.06432, -0.73449, 1.77079], [-1.12359, -0.29818, 1.03827], [-1.31462, -0.46371, -0.34328], [0.48090, 0.17682, 2.21509], [-0.25592, -1.39748, 2.59353], [0.75517, -1.24064, 1.09895], [-1.74050, 0.39508, 1.62764], [-2.03524, 0.20453, -0.80927], [-0.84628, -1.23390, -0.93282], [0.35103, 1.55110, -2.49346], [1.29518, 0.97249, -2.06805], [1.61926, 0.98405, -0.72387], [1.97187, 0.35016, -2.66330], [0.77843, 0.73416, -0.31020]],
  "atomic_forces_ev_per_a": [[-0.45, -0.40, -1.02], [0.85, 0.75, 0.80], [-1.16, 0.41, 0.33], [0.21, -0.13, 0.30], [0.12, 0.18, 0.10], [0.25, -0.07, 0.37], [-0.41, -0.47, -0.56], [0.17, -0.11, -0.29], [0.26, -0.18, -0.03], [-0.50, -0.23, -0.10], [0.33, 0.19, 0.19], [-0.29, -1.03, -0.40], [0.30, 0.29, 0.00], [0.34, 0.80, 0.30]],
  "lowdin_charge": [-0.0250, -0.0060, 0.2411, 0.1355, 0.1428, 0.1040, 0.1552, 0.1214, 0.1217, 0.1134, -0.3402, 0.0434, 0.1514, 0.0413],
  "spin_multiplicity": 2,
  "orbital_gap_ev": [8.89, 5.15],
  "e_lumo_ev": [-5.94, -9.62],
  "fmax_ev_per_a": 1.39,
  "e_tot_ha": -307.28745,
  "charge": 1,
  "e_above_lowest_kj_mol": 145.7,
  "homo_ev": [-14.829, -14.766]
}

(2)
{
  "formula": "C2H7O2P",
  "method": "ωB97M-V/def2-TZVPD",
  "symbols": ["C", "C", "O", "O", "P", "H", "H", "H", "H", "H", "H", "H"],
  "coordinates": [[-1.44669, 0.64919, 0.00444], [1.32860, 0.04995, -0.24380], [-0.31665, -1.87175, 0.87228], [1.51965, 0.54014, 1.05643], [-0.34005, -0.68571, -0.21856], [-1.38850, 1.05359, -1.06097], [-2.32001, 0.06537, 0.27813], [-0.85989, 1.29557, 0.77404], [2.00267, -0.74149, -0.66620], [1.36072, 0.86390, -0.91148], [1.11373, -0.17281, 1.66402], [-0.65360, -1.04595, -1.54832]],
  "atomic_forces_ev_per_a": [[1.93, 0.92, -0.14], [-0.52, -1.46, -0.46], [-0.29, 3.91, -3.30], [-0.45, -1.77, 1.47], [1.38, -4.60, 2.59], [-0.80, 0.08, 1.58], [-0.73, 1.05, 0.23], [-1.87, -0.77, -1.12], [-0.03, 0.58, 0.92], [0.10, 1.15, -0.90], [1.07, 1.33, -0.98], [0.21, -0.41, 0.10]],
  "lowdin_charge": [-0.2340, -0.3909, -0.4617, -0.1282, 0.6646, 0.0754, 0.0488, 0.0939, 0.1080, 0.0741, 0.1149, 0.0351],
  "orbital_gap_ev": 10.74,
  "e_lumo_ev": 0.81,
  "fmax_ev_per_a": 5.46,
  "e_tot_ha": -572.20331,
  "charge": 0,
  "smiles": "C[P@H](=O)CO",
  "e_above_lowest_kj_mol": 129.1,
  "homo_ev": -9.926
}

(3)
{
  "formula": "C10H13N2",
  "method": "ωB97M-V/def2-TZVPD",
  "symbols": ["C", "C", "C", "C", "C", "C", "C", "C", "C", "C", "N", "N", "H", "H", "H", "H", "H", "H", "H", "H", "H", "H", "H", "H", "H"],
  "coordinates": [[0.69269, -3.26561, -1.29449], [0.38368, -2.31877, -2.27728], [0.37804, -2.64505, -0.10911], [-0.23741, 2.63496, 0.82613], [1.03880, 2.07562, 0.73659], [-1.23092, 1.85643, 1.36235], [1.39848, 0.96128, 1.46276], [-0.94558, 0.54208, 1.90952], [0.45706, 0.18245, 2.15280], [-0.41659, 0.08948, -2.12388], [-0.04091, -1.23758, -1.58696], [-0.03933, -1.40107, -0.21384], [1.07248, -4.18829, -1.48421], [0.52130, -2.56981, -3.28833], [0.40419, -2.91406, 0.89982], [-0.36543, 3.61158, 0.41296], [1.68176, 2.57112, 0.14304], [-2.23373, 2.12099, 1.27134], [2.52311, 0.72459, 1.34376], [-1.69563, -0.00887, 2.56749], [-0.93705, -0.10091, 0.89970], [0.65615, -0.61700, 2.79136], [0.54720, 0.69310, -2.26481], [-0.71468, -0.16455, -3.07639], [-1.22611, 0.41192, -1.33541]],
  "atomic_forces_ev_per_a": [[-0.73, 1.45, -1.91], [-0.21, 0.40, 2.24], [-1.25, 2.96, 3.66], [-0.97, -1.24, 0.38], [-1.67, -0.76, 1.35], [1.01, 1.25, 0.15], [1.92, -1.78, 0.23], [-0.59, -3.19, -1.56], [1.10, 2.84, -0.64], [0.80, -0.36, 3.11], [0.65, 0.34, -2.48], [1.02, -2.36, -1.55], [1.05, -2.51, -0.25], [-0.22, 0.90, -1.39], [0.44, -1.29, 1.19], [-0.58, 0.38, -0.22], [2.61, 1.50, -1.64], [-1.56, 0.70, 0.15], [-1.96, -0.07, 0.78], [0.85, 1.26, -0.72], [-1.17, 0.77, 1.56], [0.67, -1.16, 0.78], [-1.51, -0.40, 0.89], [-1.41, 0.12, -2.16], [1.69, 0.25, -1.95]],
  "lowdin_charge": [0.1110, 0.0431, -0.0381, -0.0768, -0.1265, -0.0820, -0.1043, -0.2114, -0.0994, 0.0707, -0.0997, 0.1386, 0.1110, 0.1416, 0.1280, 0.1071, 0.0626, 0.0881, 0.1363, 0.1460, 0.1100, 0.0813, 0.1483, 0.0636, 0.1510],
  "spin_multiplicity": 3,
  "orbital_gap_ev": [5.61, 2.99],
  "e_lumo_ev": [-3.68, -8.82],
  "fmax_ev_per_a": 4.87,
  "e_tot_ha": -497.86035,
  "charge": 1,
  "e_above_lowest_kj_mol": 215.7,
  "homo_ev": [-9.284, -11.812]
}

(4)
{
  "formula": "C6H8O2",
  "method": "ωB97M-V/def2-TZVPD",
  "symbols": ["C", "C", "C", "C", "C", "C", "O", "O", "H", "H", "H", "H", "H", "H", "H", "H"],
  "coordinates": [[0.42585, -1.05812, 0.14914], [-0.45526, 0.86382, -0.31445], [0.28529, -2.54056, 0.00787], [-1.79853, 1.50842, -0.37645], [1.81643, 0.80428, 0.44637], [0.73754, 1.51895, 0.04320], [-0.64535, -0.42231, 0.47131], [1.64099, -0.63871, 0.37867], [2.86007, 1.05641, 0.43667], [0.82305, 2.58863, -0.08306], [-0.57367, -2.78893, -0.61052], [1.19841, -2.96934, -0.39979], [0.13391, -2.97193, 0.99963], [-2.27121, 1.58437, 0.61239], [-1.69209, 2.52531, -0.75598], [-2.48543, 0.93971, -1.00500]],
  "atomic_forces_ev_per_a": [[1.14, -1.62, 0.18], [0.35, 0.52, 0.90], [0.44, 0.10, -0.31], [0.07, -0.09, -0.28], [0.07, -1.55, 0.41], [-0.91, -0.62, -0.32], [-0.18, 1.33, 0.50], [-0.93, 1.79, -0.82], [-0.03, 0.01, 0.19], [0.06, 0.04, -0.24], [0.03, 0.06, 0.00], [-0.08, -0.03, -0.06], [-0.12, 0.10, 0.09], [0.18, -0.13, 0.08], [-0.07, -0.09, -0.19], [-0.01, 0.16, -0.12]],
  "lowdin_charge": [-0.4123, -0.2464, 0.0426, -0.0700, -0.0789, -0.0873, 0.0400, 0.0728, 0.0968, 0.1198, 0.0958, 0.0917, 0.1016, 0.0817, 0.0786, 0.0736],
  "orbital_gap_ev": [7.24, 7.23],
  "e_lumo_ev": [0.60, 0.60],
  "fmax_ev_per_a": 2.18,
  "e_tot_ha": -383.76930,
  "charge": 0,
  "e_above_lowest_kj_mol": 369.7,
  "homo_ev": [-6.639, -6.638]
}

(5)
{
  "formula": "C9H14",
  "method": "ωB97M-V/def2-TZVPD",
  "symbols": ["C", "C", "H", "H", "H", "H", "H", "H", "C", "C", "C", "C", "C", "C", "C", "H", "H", "H", "H", "H", "H", "H", "H"],
  "coordinates": [[-3.11472, 0.87205, 1.70748], [-3.04829, -0.55407, 2.35900], [-4.18646, 1.18948, 1.53571], [-2.83246, 1.62450, 2.48780], [-2.38513, 1.06011, 0.91180], [-3.85806, -0.73157, 3.04595], [-3.11898, -1.38792, 1.74735], [-2.18724, -0.68730, 3.08672], [2.76703, 1.17487, 0.34241], [0.55434, -1.32988, -2.39191], [-0.10478, -0.69003, -1.32589], [1.89181, -1.02576, -2.64962], [0.62337, 0.21272, -0.59973], [2.70509, -0.24489, -1.76460], [2.08117, 0.38044, -0.74211], [0.17607, -2.03929, -3.16754], [-1.22470, -0.85425, -1.20472], [2.29985, -1.47638, -3.57622], [0.22330, 0.65254, 0.22649], [3.77954, -0.23369, -1.95434], [2.85623, 0.51157, 1.23689], [2.24844, 2.13476, 0.61176], [3.85458, 1.44198, 0.07732]],
  "atomic_forces_ev_per_a": [[-0.58, 0.32, 1.91], [0.95, 1.86, 2.14], [1.26, -0.60, -0.68], [0.01, -0.67, -0.37], [-0.66, -0.31, -0.23], [-0.80, 0.46, 0.25], [0.31, -1.32, -1.73], [-0.47, 0.26, -1.31], [1.61, 0.38, 0.25], [1.26, -0.03, -1.36], [-1.30, -0.40, -1.06], [0.18, -0.41, 0.16], [3.07, -1.28, -1.25], [-0.45, -1.24, -1.87], [-2.56, 0.54, 1.10], [-0.55, 0.75, 1.18], [1.69, 0.29, 0.20], [0.10, 0.33, 0.86], [-1.31, 1.43, 2.07], [-0.26, 0.35, 0.20], [-0.21, 0.71, -0.41], [0.35, -1.05, -0.23], [-1.63, -0.36, 0.18]],
  "lowdin_charge": [-0.1544, -0.1668, 0.0741, 0.0615, 0.0403, 0.0445, 0.0209, 0.0809, -0.0742, -0.1136, -0.0978, -0.0940, -0.0468, -0.0654, -0.2816, 0.1085, 0.1227, 0.1023, 0.0601, 0.1100, 0.0865, 0.0871, 0.0950],
  "orbital_gap_ev": 9.85,
  "e_lumo_ev": 0.97,
  "fmax_ev_per_a": 3.55,
  "e_tot_ha": -351.28475,
  "charge": 0,
  "smiles": "Cc1ccccc1.CC",
  "e_above_lowest_kj_mol": 119.3,
  "homo_ev": -8.879
}

(6)
{
  "formula": "C28H31EuN5OSSe",
  "method": "ωB97M-V/def2-TZVPD",
  "symbols": ["Eu", "C", "C", "C", "C", "C", "C", "C", "H", "H", "H", "H", "H", "H", "H", "H", "Se", "C", "N", "C", "C", "N", "C", "C", "C", "O", "C", "C", "C", "C", "N", "C", "H", "H", "H", "H", "H", "H", "H", "H", "H", "H", "H", "H", "H", "H", "S", "C", "C", "C", "N", "C", "C", "C", "C", "C", "N", "C", "C", "H", "H", "H", "H", "H", "H", "H", "H", "H"],
  "coordinates": [[-0.34531, -0.18626, -2.16518], [1.82541, -3.12215, -3.75579], [0.52739, -2.44074, -4.04830], [0.47455, -1.33852, -4.88770], [-0.72749, -0.71501, -5.16215], [-1.89742, -1.18896, -4.60418], [-1.86613, -2.30192, -3.78723], [-0.66223, -2.92145, -3.51474], [2.68879, -2.44332, -3.71094], [2.03615, -3.86870, -4.52127], [1.76444, -3.63240, -2.79469], [1.38509, -0.98424, -5.33849], [-0.75528, 0.14658, -5.81232], [-2.83540, -0.69563, -4.80562], [-2.78075, -2.68555, -3.36109], [-0.63562, -3.80100, -2.89311], [-2.36986, 1.09368, -0.63068], [-3.71381, 1.94467, 0.39439], [-4.53559, 2.46501, 1.02127], [1.66648, 1.87143, 2.47912], [2.71322, 2.48586, 1.56237], [2.49403, 3.92066, 1.34155], [2.78166, 4.81604, 2.46594], [1.52056, 5.40148, 3.08290], [2.20069, 4.51974, 0.11184], [2.21028, 5.73992, -0.05473], [1.89001, 3.69825, -1.07241], [2.55236, 3.94968, -2.27498], [2.22702, 3.20164, -3.40373], [1.24471, 2.22994, -3.28736], [0.57018, 1.97566, -2.14350], [0.88985, 2.73799, -1.06699], [1.81838, 0.79066, 2.55846], [0.65350, 2.05064, 2.10656], [1.72813, 2.29155, 3.48806], [2.73568, 1.94401, 0.61463], [3.71095, 2.36445, 2.00052], [3.42459, 5.63045, 2.11164], [3.35011, 4.27161, 3.22831], [0.95780, 5.99543, 2.35606], [1.77980, 6.05259, 3.92372], [0.85730, 4.61393, 3.45293], [3.30591, 4.73142, -2.33212], [2.72171, 3.37866, -4.35236], [0.95752, 1.62019, -4.13965], [0.29065, 2.54789, -0.18278], [-1.46901, -5.07187, 2.61093], [-1.16708, -3.82407, 1.37354], [-2.06135, -3.64641, 0.32038], [-1.77913, -2.66935, -0.61820], [-0.68405, -1.88144, -0.57476], [0.17031, -2.08191, 0.45082], [-0.02287, -3.03218, 1.43833], [-2.42492, -4.12674, 3.78236], [-1.79131, -3.43359, 4.81123], [-2.57767, -2.72087, 5.69957], [-3.92437, -2.66244, 5.62941], [-4.51237, -3.35083, 4.62835], [-3.81446, -4.09253, 3.69111], [-2.95668, -4.24971, 0.22508], [-2.44545, -2.48942, -1.45715], [1.04487, -1.43753, 0.45693], [0.70511, -3.14638, 2.23323], [-0.71360, -3.44404, 4.92627], [-2.13244, -2.16178, 6.51774], [-5.59665, -3.28968, 4.59955], [-4.34795, -4.62759, 2.91403], [1.67103, -0.71553, -1.85490]],
  "atomic_forces_ev_per_a": [[-0.70, -0.35, -1.43], [0.46, -0.16, 0.15], [0.39, -0.14, 0.09], [0.08, 0.07, -0.15], [0.16, 0.33, -0.27], [-0.62, 0.25, 0.02], [-0.18, -0.15, -0.10], [0.16, -0.22, -0.11], [-0.50, -0.03, -0.01], [-0.03, -0.14, -0.09], [0.08, 0.00, -0.02], [0.23, 0.16, -0.03], [0.00, 0.09, -0.10], [-0.10, 0.06, -0.04], [-0.11, -0.03, -0.12], [0.02, -0.11, 0.19], [-1.44, 0.83, 0.98], [0.82, -0.54, -0.59], [0.25, -0.16, -0.19], [-0.10, -0.04, 0.17], [-0.03, 0.10, -0.14], [-0.17, 0.36, -1.32], [-0.02, 0.34, -0.10], [-0.25, 0.09, 0.10], [0.60, 0.81, 1.48], [0.10, -0.74, 0.53], [-0.16, -0.86, -0.68], [-0.06, -0.14, -0.19], [-0.10, 0.13, 0.34], [-0.32, -0.07, 0.69], [1.56, 2.70, -0.06], [-0.20, -0.69, -0.63], [0.00, 0.10, 0.00], [0.10, -0.04, 0.00], [-0.02, -0.04, -0.11], [-0.05, 0.23, -0.03], [-0.07, 0.03, -0.02], [-0.12, -0.14, -0.03], [-0.11, -0.14, -0.26], [0.18, -0.10, 0.05], [-0.03, -0.07, -0.09], [0.10, 0.06, -0.02], [-0.13, -0.13, 0.11], [-0.08, -0.05, 0.12], [0.13, 0.00, -0.04], [0.04, -0.01, 0.00], [0.08, -0.26, 0.00], [0.02, 0.11, 0.08], [0.20, 0.16, -0.04], [0.38, 0.40, 0.13], [-0.35, -2.06, 1.97], [-0.19, 0.32, -0.46], [-0.32, -0.07, -0.18], [-0.10, 0.19, 0.04], [-0.12, -0.11, -0.18], [-1.06, 0.15, 0.09], [0.54, -0.55, -0.65], [0.28, 0.60, 0.86], [0.26, 0.00, 0.02], [0.11, 0.04, 0.08], [0.00, -0.03, 0.42], [-0.05, -0.10, -0.08], [-0.13, -0.03, -0.06], [-0.09, -0.06, -0.09], [0.01, -0.06, -0.10], [0.10, -0.03, -0.05], [0.13, 0.02, 0.04], [0.51, -0.08, 0.12]],
  "lowdin_charge": [1.1024, -0.0716, -0.3424, -0.1020, -0.1319, -0.1242, -0.1359, -0.0975, 0.0723, 0.0851, 0.0762, 0.1199, 0.1119, 0.1153, 0.1075, 0.1197, 0.3453, -0.8462, -0.0030, -0.0749, -0.2105, -0.0502, -0.2116, -0.0747, -0.3900, 0.0676, -0.1174, 0.0257, -0.0321, -0.1507, -0.1365, -0.0809, 0.0717, 0.0733, 0.0706, 0.1099, 0.1196, 0.1193, 0.1180, 0.0768, 0.0764, 0.0680, 0.1304, 0.1103, 0.0879, 0.0789, 0.9790, -0.4997, -0.0510, -0.1534, -0.1272, -0.1327, -0.0572, -0.5177, -0.0845, -0.1336, 0.0674, -0.1309, -0.0830, 0.1126, 0.0805, 0.0725, 0.1106, 0.1038, 0.1069, 0.1082, 0.1043, -0.1507],
  "spin_multiplicity": 8,
  "orbital_gap_ev": [6.51, 7.00],
  "e_lumo_ev": [-0.42, -0.42],
  "fmax_ev_per_a": 3.11,
  "e_tot_ha": -4944.47950,
  "charge": 0,
  "homo_ev": [-6.931, -7.414]
}